# 1
Below is H8O4 as an isolated structure in a non-equilibrium geometry, with properties calculated with wB97M-V/def2-TZVPD.

The geometry in XYZ format:
```
12
Properties=species:S:1:pos:R:3:forces:R:3
O 0.682 -0.085 0.596 -2.6861 4.1361 0.6462
H 0.166 -0.518 -0.085 -0.5970 0.4238 -0.5493
H 0.352 0.814 0.611 0.2702 0.3890 0.2457
O 1.621 -1.969 0.095 1.1304 -3.2269 -1.0862
H 1.235 -1.169 0.451 2.0936 -1.5785 0.8699
H 2.445 -1.684 -0.298 0.1560 -0.1176 -0.1063
O -2.235 -1.474 0.709 -0.0285 0.0306 0.1692
H -2.757 -0.741 0.385 -0.2465 0.1475 -0.0651
H -1.540 -1.580 0.059 0.0964 -0.3423 -0.1356
O 0.249 2.516 -0.958 0.0979 -0.3481 0.0443
H -0.452 2.466 -0.307 -0.3392 0.2266 0.0693
H 0.234 3.425 -1.257 0.0528 0.2597 -0.1019
```
Positions in Å, forces in eV/Å.

Computed properties:
HOMO level: -10.3751 eV
charge: 0
max |F|: 4.97 eV/Å
orbital gap: 10.4 eV
spin multiplicity: 1
molar mass: 72.06 g/mol
E_LUMO: 0.01 eV

Atomic charges from the Mulliken analysis, expressed in e, are listed below:
1. O -0.555
2. H 0.223
3. H 0.282
4. O -0.781
5. H 0.545
6. H 0.274
7. O -0.608
8. H 0.317
9. H 0.298
10. O -0.612
11. H 0.315
12. H 0.302

***

# 2
Below is one molecule with the formula C18H21N3O in a non-equilibrium geometry, with properties calculated with wB97M-V/def2-TZVPD.

The geometry in XYZ format:
```
43
Properties=species:S:1:pos:R:3:forces:R:3
N -0.481 -1.046 -0.373 0.0967 2.0322 0.4241
N 3.500 0.314 -4.890 0.1904 2.2505 0.0402
O -1.036 0.006 1.539 1.9853 1.3039 -0.8374
C -0.170 -0.018 0.386 -4.2960 -5.8721 -0.4090
C 3.533 1.694 -4.756 -0.2484 -3.5919 -1.8443
C 3.956 -0.202 -3.664 -1.1544 0.9012 -2.3526
C 4.186 0.783 -2.828 1.1582 2.8195 1.1414
C 2.415 2.639 0.976 -3.3575 -0.0884 -0.3240
C 1.153 1.938 0.956 3.3159 -1.8036 -1.7804
C 3.478 2.147 0.243 -1.3693 -0.1809 -0.1063
C 2.134 0.254 -0.528 1.0888 1.7236 -0.9337
C 1.021 0.728 0.190 2.3235 2.6233 1.9434
C 3.361 1.005 -0.546 -0.5599 -0.0992 1.1743
N 4.034 1.998 -3.530 -1.1644 0.7738 0.0057
C 4.578 0.679 -1.401 0.2506 -2.0574 -0.3226
C -1.647 -1.763 0.190 2.7783 -0.9771 1.9867
C -4.969 -1.693 2.244 -1.6200 2.5500 -1.3611
C -4.651 -0.800 0.949 1.8142 -0.5273 1.9585
C -3.789 -2.381 2.760 1.9541 0.1416 -0.1735
C -3.320 -0.003 0.967 -0.2408 0.0176 -0.7627
C -2.584 -1.409 2.743 1.4986 -0.8210 0.0096
C -2.164 -0.899 1.313 -0.6565 1.5911 1.7431
H 3.207 2.411 -5.636 0.8909 -1.5135 2.3856
H 4.088 -1.198 -3.331 -0.1948 -1.0661 -0.6119
H 2.315 3.669 1.351 0.8446 -0.6558 0.2770
H 0.326 2.138 1.545 -1.3400 1.1136 1.1001
H 4.351 2.727 0.160 1.1277 0.5738 0.0752
H 2.023 -0.498 -1.291 -0.1118 -0.6494 0.2760
H 3.846 2.952 -3.202 0.5495 -0.9050 0.4904
H 5.544 1.209 -1.230 -1.0771 0.0774 0.4735
H 4.847 -0.426 -1.274 -0.3432 1.3555 -0.0060
H -2.319 -2.125 -0.528 -1.1060 0.0184 -1.1385
H -1.193 -2.691 0.643 -0.4017 0.5153 -0.3308
H -5.728 -2.389 1.947 -0.4391 -0.5858 -0.3335
H -5.484 -1.130 3.032 0.3814 0.3904 -0.0711
H -4.552 -1.522 0.195 0.0570 -0.9943 -1.4595
H -5.368 -0.111 0.640 -1.8169 0.8174 -0.1278
H -3.544 -3.191 2.086 0.1127 -0.6269 -0.0068
H -4.014 -2.770 3.751 0.3875 -0.1588 0.0820
H -3.325 0.841 1.653 -0.1615 -0.1497 0.3535
H -3.049 0.464 0.014 -0.6542 -0.1146 -0.3947
H -2.856 -0.527 3.334 0.1770 0.0066 -0.1986
H -1.654 -1.808 3.202 -0.6692 -0.1583 -0.0530
```
Positions in Å, forces in eV/Å.

Computed properties:
HOMO level: -8.6744 eV
charge: 0
max |F|: 7.29 eV/Å
SMILES: c1cc(Cc2cnc[nH]2)cc(C2=NCC3(CCCCC3)O2)c1
orbital gap: 9.0 eV
spin multiplicity: 1
molar mass: 295.39 g/mol
E_LUMO: 0.37 eV

Atomic charges from the Mulliken analysis, expressed in e, are listed below:
1. N -0.532
2. N -0.677
3. O -0.477
4. C 0.156
5. C -0.175
6. C -0.313
7. C 0.318
8. C -0.665
9. C -0.848
10. C -0.593
11. C -0.225
12. C 0.477
13. C 0.364
14. N -0.160
15. C -0.837
16. C -0.617
17. C -0.716
18. C -0.831
19. C -0.498
20. C -1.166
21. C -1.125
22. C 1.197
23. H 0.298
24. H 0.423
25. H 0.317
26. H 0.596
27. H 0.400
28. H 0.542
29. H 0.270
30. H 0.424
31. H 0.282
32. H 0.335
33. H 0.315
34. H 0.370
35. H 0.342
36. H 0.334
37. H 0.473
38. H 0.324
39. H 0.327
40. H 0.450
41. H 0.393
42. H 0.383
43. H 0.345

***

# 3
Below is C22H42FeN4O5S2 as an isolated structure, with properties calculated with wB97M-V/def2-TZVPD.

The geometry in XYZ format:
```
76
Properties=species:S:1:pos:R:3:forces:R:3
Fe 1.358 0.167 0.055 0.3174 0.1900 -0.1674
C -0.322 1.933 -2.675 0.0025 -0.0186 0.0038
C -0.366 0.410 -2.793 -0.0050 0.0665 0.0592
C -1.786 -0.165 -2.547 -0.0025 -0.0282 -0.0062
C -2.814 0.258 -1.463 -0.0125 0.0094 0.0414
C -4.090 -0.533 -1.748 0.0079 -0.0012 -0.0107
C -3.130 1.747 -1.380 -0.0012 -0.0070 -0.0042
N -2.290 -0.178 -0.106 -0.0004 -0.0036 -0.0513
C -3.099 0.139 1.114 0.0057 0.0376 0.0059
C -2.567 -0.620 2.328 0.0161 0.0018 0.0100
N -1.126 -0.481 2.510 -0.0037 -0.0084 -0.0366
C -0.732 0.892 2.841 0.0803 0.0528 0.0575
C -0.725 1.835 1.641 -0.2796 -0.0972 -0.1361
O -1.266 2.913 1.683 0.1003 0.0658 0.0426
O -0.181 1.330 0.553 0.0130 -0.1211 0.0944
C -0.470 -1.446 3.446 0.0154 -0.0032 0.0206
C -1.381 -2.526 4.025 -0.0175 0.0015 -0.0064
C 0.854 -1.956 2.844 0.0056 0.0107 0.0180
C 0.884 -2.747 1.524 0.0107 0.0326 -0.0312
C 2.309 -3.233 1.293 0.0115 0.0053 0.0216
C -0.057 -3.956 1.548 0.0037 -0.0034 -0.0154
N 0.481 -1.787 0.431 -0.1676 -0.0449 0.0040
C 0.147 -2.414 -0.873 -0.0035 0.0084 0.0388
C 0.756 -1.719 -2.094 -0.0283 0.0237 -0.0017
N 0.787 -0.235 -2.057 0.0707 -0.1013 -0.0508
C 2.043 0.215 -2.737 -0.0371 0.0120 0.0026
C 3.167 0.558 -1.751 0.0673 0.0627 -0.1272
O 4.123 1.160 -2.609 -0.0475 -0.0323 0.0093
O 2.733 1.331 -0.724 -0.0260 -0.0424 0.0353
H -1.244 2.357 -3.068 -0.0055 -0.0098 -0.0226
H 0.479 2.373 -3.261 0.0203 -0.0020 0.0376
H -0.200 2.248 -1.640 -0.0067 0.0088 -0.0043
H -0.192 0.147 -3.845 -0.0188 0.0127 -0.0102
H -1.740 -1.259 -2.539 0.0042 0.0106 0.0006
H -2.311 0.065 -3.478 -0.0013 0.0045 0.0045
H -4.461 -0.268 -2.737 -0.0025 -0.0065 -0.0009
H -4.884 -0.303 -1.039 0.0045 0.0065 0.0054
H -3.910 -1.612 -1.741 0.0016 -0.0018 0.0015
H -3.356 2.126 -2.375 0.0066 -0.0016 -0.0029
H -2.312 2.329 -0.958 -0.0090 0.0004 0.0032
H -4.018 1.909 -0.768 -0.0004 0.0004 0.0009
H -1.364 0.306 0.039 0.0006 0.0080 0.0527
H -2.137 -1.185 -0.145 -0.0156 -0.0076 0.0077
H -4.134 -0.145 0.941 0.0035 -0.0224 0.0031
H -3.058 1.216 1.257 0.0072 0.0106 -0.0137
H -2.798 -1.678 2.196 -0.0090 -0.0014 0.0024
H -3.148 -0.272 3.194 0.0008 0.0056 0.0021
H 0.293 0.875 3.218 -0.0051 -0.0216 0.0274
H -1.365 1.328 3.623 -0.0016 -0.0275 -0.0042
H -0.162 -0.868 4.325 -0.0101 0.0011 -0.0024
H -1.827 -3.195 3.295 0.0006 0.0103 0.0101
H -2.184 -2.075 4.608 -0.0015 -0.0040 0.0031
H -0.795 -3.140 4.710 0.0048 0.0016 -0.0019
H 1.344 -2.570 3.604 -0.0040 -0.0098 -0.0052
H 1.515 -1.089 2.708 -0.0029 -0.0024 -0.0032
H 2.536 -4.039 1.992 0.0016 -0.0013 -0.0005
H 3.031 -2.431 1.444 -0.0111 -0.0093 0.0021
H 2.441 -3.622 0.282 -0.0038 -0.0061 -0.0005
H 0.050 -4.496 2.489 0.0000 0.0044 0.0017
H 0.178 -4.660 0.750 0.0036 -0.0038 0.0021
H -1.104 -3.666 1.442 0.0091 -0.0087 -0.0076
H -0.354 -1.359 0.839 0.0204 -0.0016 -0.0087
H -0.938 -2.520 -0.975 -0.0073 -0.0070 -0.0047
H 0.531 -3.432 -0.888 -0.0126 -0.0131 -0.0081
H 0.251 -2.076 -3.000 0.0126 -0.0089 -0.0073
H 1.788 -2.051 -2.158 0.0149 0.0040 0.0092
H 1.861 1.143 -3.265 0.0042 -0.0195 -0.0265
H 2.374 -0.520 -3.473 0.0220 -0.0035 0.0196
C 6.653 2.188 -0.351 0.0279 -0.0203 -0.0010
O 5.462 1.614 -0.908 -0.0141 0.0189 -0.0068
C 5.274 1.732 -2.203 0.0174 0.0681 0.0142
S 6.242 2.464 -3.287 -0.0006 -0.0279 -0.0016
S 3.760 -0.830 -0.736 -0.1265 -0.0032 0.1105
H 6.688 3.254 -0.566 -0.0111 0.0026 0.0043
H 7.531 1.705 -0.774 -0.0022 0.0060 -0.0019
H 6.581 2.004 0.716 -0.0009 -0.0002 0.0009
```
Positions in Å, forces in eV/Å.

Computed properties:
HOMO level (spin up / spin down): -10.4165 / -10.4134 eV
charge: +1
max |F|: 0.41 eV/Å
expectation value of S²: 8.77
orbital gap (spin up / spin down): 7.9 / 6.0 eV
spin multiplicity: 6
molar mass: 562.58 g/mol
E_LUMO (spin up / spin down): -2.52 / -4.43 eV

Atomic charges from the Mulliken analysis, expressed in e, are listed below:
1. Fe 0.674
2. C -1.970
3. C -0.216
4. C -2.147
5. C 2.219
6. C -1.701
7. C -1.996
8. N 0.868
9. C -0.947
10. C -1.123
11. N 0.284
12. C -0.800
13. C -0.108
14. O -0.655
15. O -0.363
16. C 0.433
17. C -1.794
18. C -1.763
19. C 1.454
20. C -1.756
21. C -1.770
22. N 1.886
23. C -0.473
24. C -2.248
25. N 1.855
26. C -1.166
27. C 0.966
28. O -0.247
29. O -0.805
30. H 0.454
31. H 0.661
32. H 0.207
33. H 0.654
34. H 0.532
35. H 0.570
36. H 0.474
37. H 0.443
38. H 0.423
39. H 0.395
40. H 0.386
41. H 0.439
42. H -1.231
43. H 0.416
44. H 0.597
45. H 0.484
46. H 0.465
47. H 0.422
48. H 0.587
49. H 0.302
50. H 0.391
51. H 0.378
52. H 0.463
53. H 0.432
54. H 0.616
55. H 0.187
56. H 0.567
57. H 0.300
58. H 0.309
59. H 0.404
60. H 0.486
61. H 0.214
62. H -0.676
63. H 0.414
64. H 0.791
65. H 0.182
66. H 0.864
67. H 0.346
68. H 0.352
69. C -0.830
70. O -0.122
71. C 0.092
72. S -0.232
73. S -0.139
74. H 0.348
75. H 0.344
76. H 0.244

***

# 4
Below is one molecule with the formula C3H7NO2S in a non-equilibrium geometry, with properties calculated with wB97M-V/def2-TZVPD.

The geometry in XYZ format:
```
14
Properties=species:S:1:pos:R:3:forces:R:3
C -1.689 0.341 -0.130 0.2071 -1.5536 -0.3464
C -1.138 1.629 0.204 -0.1886 2.8123 2.4685
C 2.253 -0.736 -0.616 1.3097 0.8626 2.0971
N 0.901 -0.222 -0.582 -0.8160 0.5834 0.7555
O -2.803 -0.005 -0.343 -0.2435 0.0659 0.1189
O -0.619 -1.538 1.464 3.2355 3.0551 -1.4815
S -0.373 -1.049 -0.363 0.5346 0.1742 1.3428
H -1.078 2.173 -0.712 0.4535 0.3421 -0.9537
H -0.117 1.612 0.680 -1.2226 -0.1611 -0.5810
H -1.879 2.325 0.803 1.2960 -1.8316 -0.8537
H 2.416 -1.362 0.356 0.0147 0.6406 -2.0371
H 3.059 0.147 -0.523 -2.0170 -1.7730 -0.3563
H 2.399 -1.237 -1.562 0.5659 -0.6160 -0.0105
H -1.332 -2.077 1.324 -3.1296 -2.6009 -0.1626
```
Positions in Å, forces in eV/Å.

Computed properties:
HOMO level: -8.7556 eV
charge: 0
max |F|: 4.69 eV/Å
orbital gap: 8.9 eV
spin multiplicity: 1
molar mass: 121.16 g/mol
E_LUMO: 0.14 eV

Atomic charges from the Mulliken analysis, expressed in e, are listed below:
1. C 0.688
2. C -0.872
3. C -0.686
4. N -0.273
5. O -0.480
6. O -0.599
7. S 0.265
8. H 0.284
9. H 0.315
10. H 0.310
11. H 0.275
12. H 0.218
13. H 0.261
14. H 0.295

***

# 5
Below is C11H10ClNZn as an isolated structure in a non-equilibrium geometry, with properties calculated with wB97M-V/def2-TZVPD.

The geometry in XYZ format:
```
24
Properties=species:S:1:pos:R:3:forces:R:3
C 0.846 -2.221 0.427 -0.4409 0.8009 -1.5596
C 0.877 -1.628 -0.888 0.5382 -0.3611 0.4672
C -0.444 -1.523 -1.418 -0.2088 -1.0452 1.3883
H 1.787 -1.206 -1.327 -0.2103 -0.3791 -0.1466
C -1.313 -2.028 -0.379 0.7885 -0.4187 0.1697
C -0.492 -2.436 0.745 -1.5053 0.3710 -1.4834
H -0.892 -2.791 1.686 0.0518 -0.1377 0.0394
H 1.677 -2.513 1.042 0.3492 0.3486 0.1551
H -0.727 -1.406 -2.464 0.1315 0.3676 0.2758
H -2.403 -2.205 -0.461 0.6938 0.3083 0.0779
Zn 0.318 1.313 -1.779 -1.6309 -2.1446 2.9034
Cl 1.982 2.426 -1.114 2.9411 1.6907 1.1699
C 0.040 2.451 -3.414 0.2032 -0.5340 -1.4023
C -1.182 1.780 -3.773 0.8419 0.2618 -0.8708
C -0.837 0.585 -4.458 -0.6177 0.4014 -0.4029
H -2.163 2.256 -3.708 0.2516 -0.4574 0.2100
C 0.565 0.452 -4.501 0.2123 0.9275 -0.0526
C 1.157 1.563 -3.842 -1.5656 0.6039 -1.1287
H 2.207 1.849 -3.838 -0.4057 -0.2862 0.2965
H 0.147 3.468 -3.003 -0.0758 -0.7652 -0.2579
H -1.558 -0.059 -4.979 0.3692 0.1045 0.5567
H 1.130 -0.293 -5.060 -0.2264 -0.0336 0.4216
N -0.431 1.065 1.510 0.2671 0.2242 -2.7717
C -0.291 1.102 0.333 -0.7519 0.1523 1.9450
```
Positions in Å, forces in eV/Å.

Computed properties:
HOMO level: 0.2475 eV
charge: -2
max |F|: 3.96 eV/Å
orbital gap: 4.9 eV
spin multiplicity: 1
molar mass: 257.05 g/mol
E_LUMO: 5.15 eV

Atomic charges from the Mulliken analysis, expressed in e, are listed below:
1. C -0.793
2. C -0.561
3. C -0.378
4. H 0.423
5. C -0.711
6. C -0.321
7. H 0.328
8. H 0.382
9. H 0.499
10. H 0.277
11. Zn 0.264
12. Cl -0.627
13. C -0.498
14. C -0.563
15. C -0.589
16. H 0.391
17. C -0.435
18. C -0.343
19. H 0.499
20. H 0.527
21. H 0.370
22. H 0.353
23. N -0.829
24. C 0.337

***

# 6
Below is C6H16N2 as an isolated structure in a non-equilibrium geometry, with properties calculated with wB97M-V/def2-TZVPD.

The geometry in XYZ format:
```
24
Properties=species:S:1:pos:R:3:forces:R:3
C 1.100 -0.585 -0.757 0.3673 0.5940 0.1040
C 1.958 -1.796 -0.401 -0.1716 0.1703 -0.0703
C 1.442 -0.026 -2.141 -0.1239 -0.3359 0.0347
N 1.215 0.431 0.288 1.1400 0.3417 -1.5277
H 0.041 -0.866 -0.755 -0.0113 -0.1861 -0.0845
H 0.693 1.274 0.017 0.4101 -0.3296 0.1552
H 2.182 0.670 0.490 -0.0187 -0.0123 -0.2200
H 3.018 -1.526 -0.388 0.0054 0.0483 -0.0137
H 1.828 -2.587 -1.139 0.0045 -0.0735 0.0127
H 1.697 -2.179 0.585 -0.0260 -0.0378 -0.0035
H 1.268 -0.778 -2.913 0.0143 -0.0031 -0.1298
H 0.815 0.839 -2.357 0.0120 0.0443 -0.0180
H 2.490 0.279 -2.191 -0.0168 0.0053 0.0457
C -3.096 0.563 0.749 0.1236 -0.4738 0.2631
C -0.389 0.043 1.881 -3.7931 0.5958 0.4228
C -1.638 0.869 0.555 2.5756 0.9936 1.2044
N -1.187 1.847 -0.112 -0.2434 -0.2711 0.1346
H -1.901 2.441 -0.563 0.0968 -0.5351 0.1047
H -3.346 -0.364 0.230 -0.0484 -0.0194 0.0090
H -3.322 0.408 1.804 0.0455 -0.0428 0.0225
H -0.949 0.570 2.648 -0.9205 -0.3309 0.4215
H -0.767 -0.965 1.759 0.1187 -0.2360 0.3644
H 0.596 0.072 2.338 0.0871 0.2396 -1.2307
H -3.749 1.365 0.374 0.3728 -0.1455 -0.0012
```
Positions in Å, forces in eV/Å.

Computed properties:
HOMO level: -7.5358 eV
charge: 0
max |F|: 3.86 eV/Å
orbital gap: 8.4 eV
spin multiplicity: 1
molar mass: 116.21 g/mol
E_LUMO: 0.87 eV

Atomic charges from the Mulliken analysis, expressed in e, are listed below:
1. C 0.734
2. C -1.476
3. C -1.491
4. N -0.524
5. H 0.099
6. H 0.207
7. H 0.263
8. H 0.336
9. H 0.390
10. H 0.350
11. H 0.399
12. H 0.365
13. H 0.322
14. C -1.159
15. C -0.959
16. C 0.579
17. N -0.626
18. H 0.216
19. H 0.258
20. H 0.300
21. H 0.457
22. H 0.284
23. H 0.284
24. H 0.392